(one)
Density functional theory data (ωB97M-V/def2-TZVPD) for C43H28BrClF4NO3P2SV as an isolated structure.

The geometry in XYZ format:
```
85
Properties=species:S:1:pos:R:3:mulliken_spin:R:1
V -0.933 -0.281 1.399 2.17
Cl -3.469 -0.097 0.957 -0.01
C -3.733 0.012 -0.790 -0.02
C -4.965 0.467 -1.211 0.00
C -5.172 0.591 -2.582 0.00
C -4.164 0.270 -3.478 0.00
C -2.937 -0.189 -3.019 0.00
C -2.703 -0.320 -1.651 -0.01
P -1.197 -1.073 -0.965 0.01
C 0.114 -0.688 -2.146 0.00
C 0.190 0.591 -2.704 0.00
C 1.193 0.892 -3.610 0.00
C 2.128 -0.078 -3.954 0.00
C 2.058 -1.346 -3.400 0.00
C 1.053 -1.656 -2.497 0.00
C -1.526 -2.850 -1.100 -0.01
C -1.826 -3.630 0.009 0.01
C -2.163 -4.967 -0.153 0.00
C -2.202 -5.523 -1.421 0.00
C -1.906 -4.745 -2.535 0.00
C -1.573 -3.413 -2.379 -0.01
H -5.740 0.718 -0.503 0.00
H -6.129 0.942 -2.940 0.00
H -4.334 0.370 -4.540 0.00
H -2.158 -0.439 -3.725 0.00
H -0.547 1.346 -2.455 -0.01
H 1.239 1.877 -4.054 0.00
H 2.906 0.155 -4.668 0.00
H 2.783 -2.099 -3.675 0.00
H 0.997 -2.652 -2.077 0.00
H -1.808 -3.210 1.006 0.01
H -2.401 -5.569 0.712 0.00
H -2.465 -6.564 -1.547 0.00
H -1.939 -5.177 -3.525 0.00
H -1.343 -2.815 -3.253 0.00
F -0.508 5.297 5.912 0.00
C -0.392 4.571 4.827 0.00
C 0.345 5.039 3.749 0.00
F 0.931 6.213 3.820 0.00
C 0.462 4.257 2.604 -0.01
F 1.196 4.738 1.612 0.00
C -0.145 3.011 2.493 -0.01
P 0.089 2.015 0.989 -0.09
C -0.532 3.030 -0.365 -0.01
C 0.257 3.898 -1.118 0.00
C -0.318 4.624 -2.151 0.00
C -1.671 4.503 -2.425 0.00
C -2.470 3.664 -1.657 0.00
C -1.897 2.929 -0.634 0.01
C 1.885 1.838 0.888 0.01
C 2.554 1.869 -0.329 0.00
C 3.928 1.689 -0.363 0.00
C 4.629 1.460 0.810 0.00
C 3.958 1.400 2.026 0.00
C 2.589 1.590 2.068 0.02
C -0.871 2.567 3.598 0.01
Br -1.732 0.876 3.624 0.00
C -1.006 3.319 4.753 0.00
F -1.701 2.875 5.784 0.00
H 1.308 4.011 -0.908 0.00
H 0.296 5.294 -2.736 0.00
H -2.110 5.077 -3.230 0.00
H -3.530 3.587 -1.855 0.00
H -2.524 2.283 -0.017 0.00
H 2.012 2.018 -1.252 0.00
H 4.447 1.725 -1.310 0.00
H 5.701 1.327 0.782 0.00
H 4.503 1.219 2.942 0.00
H 2.081 1.547 3.025 0.00
O 2.582 -1.157 0.050 -0.01
C 2.005 -1.653 0.968 0.07
N 0.780 -1.171 1.532 -0.14
S 0.426 -1.965 2.943 0.02
O 0.824 -1.299 4.139 0.00
O -1.041 -2.062 2.729 0.01
C 1.473 -3.324 2.654 0.01
C 1.614 -4.486 3.385 0.00
C 2.677 -5.316 3.037 0.00
C 3.565 -4.962 2.025 0.00
C 3.415 -3.773 1.322 0.00
C 2.348 -2.949 1.644 -0.01
H 0.939 -4.744 4.188 0.00
H 2.816 -6.244 3.573 0.00
H 4.388 -5.621 1.786 0.00
H 4.100 -3.482 0.538 0.00
```

2S+1 ... 3
Net charge ... +2
Kohn-Sham gap (alpha / beta) ... 6.9254 / 7.7745 eV

(two)
Density functional theory data (ωB97M-V/def2-TZVPD) for C43H28BrClF4NO3P2SV as an isolated structure.

The geometry in XYZ format:
```
85
Properties=species:S:1:pos:R:3:mulliken_spin:R:1
V -0.950 0.488 -0.330 2.04
Cl 1.040 1.090 -1.751 0.00
C 1.861 -0.409 -2.175 -0.01
C 2.750 -0.349 -3.230 0.00
C 3.482 -1.486 -3.532 0.00
C 3.331 -2.643 -2.776 0.00
C 2.428 -2.676 -1.729 0.00
C 1.653 -1.552 -1.423 0.00
P 0.475 -1.575 -0.056 -0.02
C 1.520 -1.863 1.404 0.00
C 1.053 -2.541 2.531 -0.01
C 1.918 -2.826 3.576 0.00
C 3.250 -2.443 3.505 -0.01
C 3.712 -1.749 2.397 0.00
C 2.851 -1.446 1.354 0.00
C -0.597 -3.020 -0.282 -0.01
C -0.490 -3.867 -1.384 0.00
C -1.297 -4.992 -1.475 0.00
C -2.214 -5.278 -0.476 0.00
C -2.357 -4.415 0.603 0.00
C -1.564 -3.285 0.694 0.00
H 2.868 0.562 -3.799 0.00
H 4.181 -1.463 -4.357 0.00
H 3.922 -3.520 -3.003 0.00
H 2.323 -3.574 -1.133 0.00
H 0.034 -2.888 2.593 0.00
H 1.553 -3.370 4.436 0.00
H 3.927 -2.691 4.311 0.00
H 4.748 -1.446 2.338 0.00
H 3.233 -0.912 0.494 0.00
H 0.217 -3.661 -2.175 0.00
H -1.199 -5.650 -2.328 0.00
H -2.827 -6.167 -0.542 0.00
H -3.088 -4.621 1.373 0.00
H -1.718 -2.601 1.519 0.00
F -3.882 5.381 4.440 0.00
C -3.030 4.751 3.661 0.00
C -1.674 4.785 3.940 0.00
F -1.229 5.459 4.984 0.00
C -0.786 4.124 3.106 -0.01
F 0.511 4.240 3.385 0.00
C -1.221 3.395 2.005 -0.03
P -0.077 2.601 0.842 0.05
C 0.381 3.928 -0.286 -0.02
C 1.219 4.961 0.140 0.00
C 1.479 6.025 -0.707 0.00
C 0.899 6.070 -1.969 0.00
C 0.051 5.056 -2.388 0.00
C -0.213 3.986 -1.547 0.01
C 1.343 2.055 1.807 0.00
C 2.651 2.317 1.407 0.00
C 3.704 1.954 2.234 0.00
C 3.455 1.320 3.442 0.00
C 2.154 1.008 3.816 0.00
C 1.098 1.370 3.000 0.00
C -2.588 3.404 1.726 -0.01
Br -3.279 2.573 0.182 0.01
C -3.485 4.065 2.541 0.00
F -4.780 4.070 2.271 0.00
H 1.662 4.938 1.128 0.00
H 2.131 6.824 -0.380 0.00
H 1.104 6.906 -2.625 0.00
H -0.411 5.100 -3.365 0.00
H -0.896 3.209 -1.876 0.02
H 2.849 2.836 0.478 0.00
H 4.719 2.187 1.941 0.00
H 4.278 1.062 4.095 0.00
H 1.962 0.502 4.752 0.00
H 0.080 1.164 3.317 0.00
O -0.663 -0.463 -3.880 0.00
C -1.586 -0.703 -3.155 0.04
N -1.926 0.076 -2.018 -0.01
S -3.229 -0.529 -1.247 -0.01
O -2.629 -0.575 0.139 0.01
O -4.449 0.196 -1.321 0.00
C -3.350 -2.016 -2.153 0.01
C -4.287 -3.023 -2.046 0.00
C -4.306 -3.964 -3.068 0.00
C -3.437 -3.868 -4.153 0.00
C -2.516 -2.832 -4.249 0.00
C -2.483 -1.896 -3.232 -0.02
H -4.981 -3.073 -1.219 0.00
H -5.021 -4.775 -3.028 0.00
H -3.493 -4.606 -4.942 0.00
H -1.850 -2.736 -5.096 0.00
```

2S+1 ... 3
Net charge ... +2
Kohn-Sham gap (alpha / beta) ... 7.0517 / 7.8374 eV

Which structure is the least stable? The one labeled (two).

(one)
Density functional theory data (ωB97M-V/def2-TZVPD) for a 2-piece molecular cluster, C2H3F3 overall.

The geometry in XYZ format:
```
8
Properties=species:S:1:pos:R:3:nbo_charge:R:1
C 0.345 -0.600 0.312 -0.06
C -0.356 0.565 -0.317 0.64
F -0.057 -1.792 -0.277 -0.35
F -1.009 1.246 0.659 -0.35
F -1.302 0.276 -1.155 -0.31
H 0.089 -0.776 1.416 0.20
H 1.472 -0.487 0.338 0.19
H 0.818 1.567 -0.976 0.03
```

Net charge ... 0
Kohn-Sham gap ... 11.4943 eV

(two)
Density functional theory data (ωB97M-V/def2-TZVPD) for one molecule with the formula C2H3F3.

The geometry in XYZ format:
```
8
Properties=species:S:1:pos:R:3:nbo_charge:R:1
C 0.834 -0.018 0.014 -0.72
C -0.824 -0.046 0.009 1.00
F -1.261 0.678 -1.082 -0.34
F -1.309 -1.307 -0.077 -0.32
F -1.259 0.569 1.107 -0.32
H 1.120 -1.004 0.268 0.23
H 1.437 0.300 -0.851 0.24
H 1.262 0.828 0.612 0.24
```

Net charge ... 0
Kohn-Sham gap ... 13.5551 eV

Which structure is the least stable? The one labeled (one).

(one)
Density functional theory data (ωB97M-V/def2-TZVPD) for one molecule with the formula C7H13N3O5.

The geometry in XYZ format:
```
28
Properties=species:S:1:pos:R:3:nbo_charge:R:1
N -3.008 -0.460 -3.045 -0.83
C -2.595 -0.198 -1.686 0.70
O -3.515 0.305 -0.991 -0.65
C -1.166 -0.342 -1.208 -0.52
C -1.107 0.088 0.297 -0.15
N 0.287 0.229 0.757 -0.68
C 1.190 1.211 0.290 0.70
O 0.993 2.010 -0.560 -0.61
C 2.628 0.873 0.693 -0.18
N 2.599 -0.112 1.790 -0.83
C 3.514 0.426 -0.446 -0.07
O 4.796 0.043 -0.039 -0.69
C -1.663 -0.943 1.275 0.78
O -0.929 -1.505 2.132 -0.59
O -2.931 -1.403 1.085 -0.65
H -3.781 0.153 -3.420 0.41
H -2.411 -0.759 -3.771 0.38
H -0.717 -1.349 -1.497 0.25
H -0.544 0.358 -1.671 0.27
H -1.688 1.018 0.436 0.26
H 0.702 -0.422 1.513 0.47
H 3.066 1.754 1.016 0.20
H 2.253 -1.040 1.384 0.35
H 3.574 -0.290 2.099 0.38
H 3.585 1.175 -1.238 0.18
H 3.094 -0.507 -0.863 0.17
H 4.975 0.747 0.564 0.45
H -3.381 -0.727 0.635 0.50
```

Net charge ... 0
Kohn-Sham gap ... 10.2875 eV

(two)
Density functional theory data (ωB97M-V/def2-TZVPD) for one molecule with the formula C7H13N3O5.

The geometry in XYZ format:
```
28
Properties=species:S:1:pos:R:3:nbo_charge:R:1
N 4.094 -0.109 0.787 -0.85
C 3.490 -0.843 -0.219 0.67
O 3.992 -1.882 -0.681 -0.62
C 2.297 -0.272 -0.826 -0.52
C 1.211 0.126 0.153 -0.17
N -0.007 -0.329 -0.364 -0.62
C -1.045 -0.701 0.436 0.67
O -0.928 -1.100 1.610 -0.61
C -2.454 -0.783 -0.227 -0.18
N -3.368 -1.646 0.541 -0.84
C -3.193 0.525 -0.291 -0.06
O -2.290 1.496 -0.717 -0.75
C 1.237 1.689 0.369 0.79
O 2.310 2.277 0.647 -0.63
O 0.097 2.318 0.282 -0.66
H 4.903 -0.497 1.209 0.40
H 3.707 0.825 1.121 0.44
H 2.014 -1.106 -1.434 0.26
H 2.490 0.620 -1.409 0.24
H 1.433 -0.192 1.160 0.27
H -0.219 -0.053 -1.327 0.41
H -2.384 -1.133 -1.278 0.20
H -3.342 -2.580 0.089 0.36
H -2.862 -1.794 1.521 0.40
H -3.716 0.684 0.723 0.19
H -4.003 0.446 -1.054 0.18
H -2.869 2.313 -0.706 0.50
H -0.593 1.700 -0.111 0.52
```

Net charge ... 0
Kohn-Sham gap ... 9.8296 eV

Which structure is the least stable? The one labeled (one).